## one
Density functional theory data (ωB97M-V/def2-TZVPD) for C23H33Cl2LuN4O4 as an isolated structure.

Results
M: 675.4 g mol⁻¹
Frontier orbital gap: 0.227 hartree
LUMO energy: -0.26 eV
Total charge: 0
HOMO level: -6.4 eV

CARTESIAN COORDINATES (ANGSTROEM)
O 0.4009 -0.0898 -4.1768
C 0.7318 -1.2249 -3.7915
C -0.0464 -2.4362 -3.6308
C -1.2769 -2.6815 -2.9726
H -1.5791 -2.1566 -2.0584
C -2.0819 -3.6639 -3.5495
H -3.0967 -3.8280 -3.1868
C -1.6295 -4.4263 -4.6357
H -2.2911 -5.1300 -5.1427
C -0.3302 -4.2638 -5.1421
H 0.0506 -4.8184 -6.0031
C 0.5028 -3.3270 -4.5608
H 1.5224 -3.1223 -4.9163
H 1.6847 -1.3359 -3.2131
C 2.9468 -1.1530 -1.0835
C 1.5777 -1.6057 -0.7293
H 3.4759 -1.9877 -1.5777
H 3.3930 -1.0549 -0.0698
H 3.0540 -0.2016 -1.6432
C 1.1144 -2.8164 -0.5683
C 2.0686 -3.8943 -0.1122
H 0.0888 -3.1661 -0.7665
H 2.2178 -4.6944 -0.8660
H 1.6493 -4.3052 0.8030
H 3.0425 -3.4315 0.1376
Lu 0.5514 -0.6446 0.7932
Cl -1.6821 -1.6894 0.7790
Cl 2.1110 -1.7183 2.4694
H -3.6949 1.1945 -3.7653
H -4.5412 1.4985 -1.4758
C -2.9533 0.5092 -3.3544
C -3.6993 0.9660 -1.0229
N -2.6221 0.8895 -1.9949
H -2.0562 0.5396 -3.9705
C -1.3429 1.0873 -1.6536
O -0.8159 0.7466 -0.5791
H -3.3659 1.5134 -0.1385
H -0.7490 1.6143 -2.4151
H -3.3611 -0.5074 -3.3907
H -4.0353 -0.0308 -0.7106
H 3.7923 4.0530 0.5032
H 2.9069 4.8685 -1.9082
C 3.9034 3.0872 -0.0058
C 3.0309 3.8223 -2.2069
N 2.9019 2.9422 -1.0537
H 3.7765 2.2815 0.7169
C 1.9137 2.0563 -0.9030
O 1.7484 1.3581 0.1382
H 2.2783 3.5690 -2.9533
H 1.2603 1.9304 -1.7756
H 4.9075 3.0500 -0.4419
H 4.0251 3.7180 -2.6564
N -2.2618 2.0707 6.8201
C -0.9524 2.0106 6.4182
O -0.0063 2.1066 7.1950
C -0.7586 1.7461 4.9642
C -1.7988 1.4569 4.0690
C -1.4655 1.0071 2.7984
N -0.1844 0.9216 2.4024
C 0.8229 1.2679 3.2263
C 0.5751 1.6755 4.5287
H -2.4112 2.3340 7.7776
H -3.0215 2.1696 6.1674
H -2.8495 1.5621 4.3211
H -2.2078 0.6846 2.0765
H 1.8340 1.1497 2.8326
H 1.4190 1.8781 5.1914



## two
Density functional theory data (ωB97M-V/def2-TZVPD) for C23H33Cl2LuN4O4 as an isolated structure.

Results
M: 675.4 g mol⁻¹
Frontier orbital gap: 0.195 hartree
LUMO energy: 0.21 eV
Total charge: 0
HOMO level: -5.1 eV

CARTESIAN COORDINATES (ANGSTROEM)
O -1.2193 -2.6333 -0.3155
C -0.7113 -3.7326 -0.5253
C -1.3043 -5.0191 -0.9730
C -2.6332 -5.1259 -1.4252
H -3.2439 -4.2231 -1.5589
C -3.1539 -6.4124 -1.6334
H -4.2090 -6.5279 -1.9142
C -2.3438 -7.5479 -1.4519
H -2.7814 -8.5407 -1.5677
C -0.9702 -7.4151 -1.2113
H -0.3301 -8.2934 -1.1820
C -0.4614 -6.1443 -0.9897
H 0.5898 -5.9860 -0.7799
H 0.3688 -3.8131 -0.3410
C 0.2203 -1.6539 2.9923
C 0.7685 -0.4274 2.4224
H 0.5318 -1.8067 4.0307
H 0.5853 -2.5124 2.4111
H -0.8754 -1.6738 2.9566
C 1.5247 0.5513 2.8581
C 1.8129 0.8914 4.3189
H 2.0159 1.2520 2.1587
H 1.6204 0.0211 4.9754
H 1.1960 1.7392 4.6646
H 2.8635 1.2158 4.3972
Lu 0.2510 -0.0532 -0.1025
Cl -2.0680 -0.1027 0.7617
Cl 1.8389 -1.9573 -0.4423
H -3.2489 -1.4463 -3.2511
H -4.4288 0.3215 -3.7504
C -2.4111 -0.9948 -2.6909
C -3.9953 0.9341 -2.9440
N -2.6273 0.4654 -2.7293
H -1.4412 -1.2262 -3.1711
C -1.6522 1.2966 -2.3826
O -0.5570 0.8638 -1.9072
H -3.9639 1.9897 -3.2586
H -1.8345 2.3790 -2.5201
H -2.3896 -1.3720 -1.6479
H -4.6293 0.8421 -2.0326
H 5.1604 3.1439 -1.2576
H 5.4136 1.6933 -3.4381
C 4.8284 2.2195 -0.7647
C 5.0668 0.8626 -2.8062
N 4.1899 1.3481 -1.7493
H 4.1428 2.4755 0.0412
C 2.9702 0.8430 -1.6233
O 2.1767 1.1348 -0.6768
H 4.4837 0.1664 -3.4135
H 2.6777 0.1236 -2.4124
H 5.7111 1.7036 -0.3571
H 5.9280 0.3349 -2.3628
N -1.6026 5.6254 4.1179
C -1.3529 4.3293 3.7387
O -1.4893 3.3804 4.5098
C -0.8198 4.1451 2.3525
C -0.3044 5.2007 1.5834
C 0.3113 4.8964 0.3702
C 0.4080 3.5545 -0.0441
N -0.0685 2.5382 0.6968
C -0.7368 2.8351 1.8275
H -2.0979 5.7634 4.9942
H -1.7058 6.3713 3.4424
H -0.3934 6.2365 1.9253
H 0.7352 5.6735 -0.2632
H 0.8712 3.2998 -1.0025
H -1.2074 1.9797 2.3236



Going by the computed energies, the most stable comes first: two, one.



## one
Density functional theory data (ωB97M-V/def2-TZVPD) for one molecule with the formula C3H7N3O.

Results
M: 101.1 g mol⁻¹
Frontier orbital gap: 0.282 hartree
LUMO energy: 0.42 eV
Total charge: 0
HOMO level: -7.3 eV

CARTESIAN COORDINATES (ANGSTROEM)
C 2.3514 -0.6158 0.4350
N 1.5287 0.6944 0.3830
C 0.2379 0.7599 -0.3427
O 0.1119 1.5051 -1.2831
N -0.7005 -0.0885 0.1508
C -1.9806 -0.1757 -0.4025
N -2.8174 -0.9928 0.0767
H 2.2428 -1.0217 -0.5820
H 1.7705 -1.2614 1.1145
H 2.1032 1.4067 -0.0700
H 1.4040 0.9917 1.3516
H -0.4312 -0.7873 0.8335
H -2.1238 0.5182 -1.2331
H -3.6971 -0.9327 -0.4317



## two
Density functional theory data (ωB97M-V/def2-TZVPD) for one molecule with the formula C3H7N3O.

Results
M: 101.1 g mol⁻¹
Frontier orbital gap: 0.377 hartree
LUMO energy: 0.91 eV
Total charge: 0
HOMO level: -9.4 eV
SMILES: C/N=C(\N)C(N)=O

CARTESIAN COORDINATES (ANGSTROEM)
C 0.4548 0.9323 1.7901
N 0.0279 0.8960 0.4070
C 0.0333 -0.2559 -0.0876
N 0.2440 -1.4710 0.4997
C -0.4775 -0.4861 -1.5098
N -0.7686 0.6800 -2.1453
O -0.5071 -1.5898 -2.0204
H 1.3894 0.4303 2.0257
H -0.3424 0.4929 2.4153
H 0.6419 1.9880 2.1149
H 0.2536 -2.3285 -0.1707
H 0.4862 -1.6011 1.4752
H -0.5768 1.5474 -1.6345
H -0.8587 0.7655 -3.1596



Going by the computed energies, the most stable comes first: two, one.



## one
Density functional theory data (ωB97M-V/def2-TZVPD) for a 2-piece molecular cluster, C3H7N3O overall.

Results
M: 101.1 g mol⁻¹
Frontier orbital gap: 0.355 hartree
LUMO energy: 1.03 eV
Total charge: 0
HOMO level: -8.6 eV

CARTESIAN COORDINATES (ANGSTROEM)
C 1.8739 0.9411 -0.5586
N 1.7889 -0.4836 -0.8042
C 1.1724 -1.3295 -0.2035
N 0.5273 -2.2843 0.2695
C -1.3394 0.2287 0.2573
O -1.9080 -0.9260 0.5909
N -2.2872 1.1679 0.2183
H 2.6270 1.1464 0.2094
H 0.8938 1.2990 -0.2253
H 2.1757 1.4418 -1.4811
H -1.1917 -1.5993 0.5629
H 1.0323 -2.8558 0.9374
H -2.0357 2.1066 -0.0410
H -3.2672 0.9690 0.3999



## two
Density functional theory data (ωB97M-V/def2-TZVPD) for one molecule with the formula C3H7N3O.

Results
M: 101.1 g mol⁻¹
Frontier orbital gap: 0.359 hartree
LUMO energy: 0.26 eV
Total charge: 0
HOMO level: -9.5 eV
SMILES: [H]/N=C/NC(=O)CN

CARTESIAN COORDINATES (ANGSTROEM)
H -2.8108 -0.1536 0.3919
N -1.8934 0.1176 0.1398
C -1.3734 -1.1299 0.1040
N -0.0112 -1.1531 -0.2907
C 0.9433 -0.3308 -0.0609
O 1.9840 -0.9227 0.0373
C 0.6961 1.1690 0.4187
N -0.1385 2.0756 -0.3286
H -1.8575 -2.1467 0.1708
H 0.3187 -1.8971 -0.5418
H 1.5942 1.6416 0.5236
H 0.4917 1.2143 1.5839
H 0.0454 1.8134 -1.4034
H -0.9474 1.3796 -0.4377



## three
Density functional theory data (ωB97M-V/def2-TZVPD) for C3H7N3O as an isolated structure.

Results
M: 101.1 g mol⁻¹
Frontier orbital gap (alpha / beta): 0.271 / 0.271 hartree
LUMO energy (alpha / beta): 0.45 / 0.45 eV
Total charge: 0
HOMO level (alpha / beta): -6.9 / -6.9 eV

CARTESIAN COORDINATES (ANGSTROEM)
C 1.4166 0.8566 -0.5628
N 0.1644 0.1588 -0.8786
C -0.2326 -0.7955 0.0970
N 0.6871 -1.6536 0.6981
C -1.5217 -0.3970 0.4066
O -2.5162 -0.6987 1.0459
N -1.3609 0.9242 -0.3493
H 2.2302 0.2735 -1.0078
H 1.6111 0.9687 0.5122
H 1.4008 1.8293 -1.0615
H 0.4555 -1.8560 1.6634
H 0.8257 -2.5258 0.1980
H -1.0407 1.7066 0.2144
H -2.1194 1.2090 -0.9757



## four
Density functional theory data (ωB97M-V/def2-TZVPD) for a 2-piece molecular cluster, C3H7N3O overall.

Results
M: 101.1 g mol⁻¹
Frontier orbital gap: 0.367 hartree
LUMO energy: 0.76 eV
Total charge: 0
HOMO level: -9.2 eV
SMILES: [H]/N=C/NC.N=C=O

CARTESIAN COORDINATES (ANGSTROEM)
H 1.4139 2.4044 0.7763
N 1.2651 1.4806 0.3840
C 0.1905 0.9668 0.8814
N -0.2893 -0.2620 0.5792
C -1.4376 -0.8496 1.2534
H -0.4713 1.5188 1.5561
H 0.2766 -0.8453 -0.0290
H -1.8415 -0.1147 1.9565
H -1.1406 -1.7459 1.8116
H -2.2276 -1.1234 0.5411
N 1.1203 0.0138 -1.8784
C 0.4927 -0.2453 -2.8769
O -0.1068 -0.6179 -3.8202
H 1.2614 0.9003 -1.3669



Going by the computed energies, the most stable comes first: four, one, two, three.